The following is a DFT calculation (the ωB97M-V functional and the def2-TZVPD basis) of C36H33B3IN6O18P as an isolated structure.

Cartesian coordinates (Å):
O  -3.68928  -1.91934  5.47659
P  -3.88229  -0.86828  4.46086
O  -3.02313  -1.15087  3.06419
O  -3.34055  0.61596  4.99000
B  -5.74460  -0.60650  3.96562
O  -5.96082  0.43264  3.02800
B  -7.16833  1.04419  3.49220
O  -8.31577  0.24288  3.38376
B  -8.05701  -0.92090  4.12985
I  -9.78616  -2.11959  4.66576
O  -6.77085  -1.36050  4.51467
H  -2.46324  -1.93553  3.19346
H  -3.31913  1.18530  4.19553
H  -7.13576  2.12626  3.96396
C  -3.21049  0.50402  0.69900
C  -1.97715  -0.04036  0.36697
C  -1.41006  0.22722  -0.87028
C  -2.08641  1.04509  -1.76403
C  -3.32189  1.58835  -1.44574
C  -3.88386  1.31404  -0.20776
N  -1.47887  1.35038  -3.06307
O  -0.40107  0.84194  -3.31923
O  -2.08163  2.09606  -3.81014
H  -3.64662  0.29982  1.66169
H  -1.45629  -0.67118  1.07478
H  -0.44880  -0.20108  -1.12055
H  -3.85151  2.22230  -2.14425
H  -4.84691  1.73459  0.05374
C  3.29918  1.42156  -6.00035
C  4.65934  1.67345  -5.86798
C  5.25957  1.60150  -4.62029
C  4.48911  1.27251  -3.51443
C  3.12962  1.02666  -3.63490
C  2.53465  1.10283  -4.88486
N  5.12583  1.17142  -2.19645
O  6.31827  1.41154  -2.12184
O  4.42904  0.85032  -1.25302
H  2.83314  1.47312  -6.97732
H  5.25239  1.92335  -6.73892
H  6.31812  1.79920  -4.52612
H  2.52687  0.77484  -2.77271
H  1.47490  0.91016  -4.99026
C  10.81438  2.83346  -2.11504
C  11.60256  3.77560  -2.76440
C  11.30311  4.15352  -4.06473
C  10.20947  3.58358  -4.70177
C  9.42182  2.63764  -4.06475
C  9.72808  2.26245  -2.76585
N  9.87330  3.99713  -6.06850
O  10.59530  4.81482  -6.60755
O  8.88822  3.50057  -6.58564
H  11.04753  2.54393  -1.09711
H  12.44835  4.21656  -2.25522
H  11.92188  4.88759  -4.56327
H  8.57301  2.18988  -4.56228
H  9.11713  1.52644  -2.25836
C  -11.90246  -2.42048  -2.16720
C  -10.53629  -2.18658  -2.07517
C  -9.90271  -2.24770  -0.84316
C  -10.64736  -2.54841  0.28797
C  -12.01320  -2.77651  0.20818
C  -12.64058  -2.71080  -1.02673
N  -9.97732  -2.63877  1.58533
O  -8.77845  -2.41270  1.62518
O  -10.65426  -2.93656  2.56086
H  -12.39389  -2.37739  -3.13201
H  -9.96432  -1.95918  -2.96590
H  -8.83851  -2.06424  -0.78043
H  -12.59503  -3.00648  1.09067
H  -13.70568  -2.88977  -1.10179
C  -10.73806  -3.58984  11.28920
C  -9.50093  -3.05820  11.63048
C  -8.80747  -2.27360  10.72093
C  -9.36548  -2.02575  9.47610
C  -10.59602  -2.55736  9.12235
C  -11.28308  -3.34347  10.03556
N  -8.64745  -1.17673  8.52061
O  -7.56047  -0.74121  8.85343
O  -9.18252  -0.95478  7.44917
H  -11.28022  -4.19806  12.00377
H  -9.07822  -3.25343  12.60797
H  -7.84467  -1.86338  10.99430
H  -11.02858  -2.36745  8.14874
H  -12.24623  -3.76183  9.77170
C  14.22924  -1.28855  -5.93591
C  13.67841  -0.01387  -5.97322
C  13.78566  0.82103  -4.87115
C  14.45025  0.36915  -3.74059
C  14.99724  -0.90393  -3.68987
C  14.88397  -1.73468  -4.79461
N  14.58571  1.25950  -2.58356
O  14.07548  2.36250  -2.65992
O  15.19993  0.84802  -1.61801
H  14.14878  -1.93696  -6.80044
H  13.16745  0.33008  -6.86372
H  13.35357  1.81277  -4.90811
H  15.51119  -1.25770  -2.80622
H  15.30945  -2.72988  -4.76817

Forces on the atoms, in the same order (eV/Å):
O 0.04 0.54 -0.53
P 1.31 -0.40 0.94
O -0.69 0.15 1.34
O -0.74 -1.36 -1.60
B 0.14 -0.08 -1.17
O -0.89 -0.11 2.29
B -0.07 -0.73 -1.69
O 1.76 -0.05 1.69
B -1.59 -1.05 0.02
I 2.00 1.81 2.43
O 0.00 1.74 -0.94
H -0.22 0.18 0.13
H 0.14 0.11 0.52
H -0.18 0.15 -0.16
C -0.08 0.25 -0.21
C -0.12 0.10 -0.09
C 0.19 -0.12 0.04
C -0.18 -0.12 0.48
C -0.22 0.17 -0.09
C 0.21 -0.10 -0.01
N 0.05 0.08 -0.21
O -0.12 0.03 0.05
O 0.09 -0.12 0.10
H -0.03 0.02 -0.15
H -0.01 0.05 -0.05
H -0.06 0.12 -0.14
H 0.18 -0.05 -0.08
H 0.04 -0.01 -0.04
C 0.03 0.00 0.03
C -0.14 -0.03 0.03
C 0.20 0.04 -0.07
C -0.21 0.03 -0.48
C -0.19 -0.07 0.15
C 0.09 0.01 -0.16
N 0.07 -0.01 0.21
O -0.12 -0.03 -0.04
O 0.10 0.05 -0.13
H 0.02 0.01 0.05
H 0.02 0.01 0.08
H -0.08 -0.03 0.16
H 0.16 0.03 0.03
H 0.04 0.03 0.10
C -0.01 0.02 -0.03
C -0.23 0.01 0.00
C 0.16 0.15 0.00
C 0.13 -0.14 0.47
C -0.20 -0.14 -0.03
C 0.14 0.03 0.07
N -0.06 0.07 -0.22
O -0.09 -0.13 0.07
O 0.13 0.05 0.07
H 0.00 0.01 -0.06
H -0.03 -0.02 -0.07
H -0.15 -0.04 -0.11
H 0.09 0.12 -0.11
H -0.03 0.06 -0.06
C -0.02 0.01 -0.03
C -0.14 -0.05 0.07
C 0.22 0.04 -0.09
C -0.29 0.31 -0.45
C -0.20 -0.07 0.12
C 0.16 0.03 -0.07
N -0.32 -0.13 0.02
O -0.05 -0.21 -0.01
O -0.61 -1.34 -3.15
H 0.02 0.01 0.05
H 0.00 -0.01 0.07
H -0.07 -0.05 0.18
H 0.19 0.02 0.05
H 0.05 0.01 0.05
C -0.02 -0.02 0.02
C -0.13 -0.02 -0.12
C 0.18 0.05 0.16
C -0.26 -0.32 0.33
C -0.19 -0.02 -0.18
C 0.13 0.02 0.12
N 0.21 0.21 -0.16
O -0.15 -0.09 -0.03
O 0.10 0.16 0.52
H 0.03 0.02 -0.04
H 0.02 0.03 -0.06
H -0.05 0.06 -0.19
H 0.19 0.10 0.01
H 0.05 0.04 -0.03
C 0.00 -0.02 -0.01
C 0.08 -0.13 0.08
C -0.12 0.20 -0.09
C -0.06 -0.31 -0.45
C 0.14 -0.17 0.14
C -0.09 0.13 -0.09
N 0.06 0.12 0.21
O 0.20 -0.19 0.01
O -0.11 0.03 -0.14
H 0.00 0.03 0.05
H 0.01 0.02 0.07
H 0.08 -0.02 0.18
H -0.06 0.19 0.03
H -0.01 0.05 0.04

## Properties
E_HOMO: -8.02 eV
Charge: 0
Total energy: -3787.87090 Eh
Molecular weight: 1028.00 g/mol

Let us look at the Mulliken charges, expressed in e, one per atom:
1. O -0.67
2. P 0.76
3. O -0.54
4. O -0.56
5. B 0.42
6. O -0.16
7. B 0.49
8. O -0.42
9. B 0.45
10. I 0.03
11. O -0.36
12. H 0.33
13. H 0.36
14. H -0.09
15. C -0.01
16. C -0.51
17. C -0.19
18. C -0.09
19. C -0.43
20. C -0.56
21. N 1.01
22. O -0.61
23. O -0.61
24. H 0.33
25. H 0.36
26. H 0.44
27. H 0.45
28. H 0.43
29. C -0.48
30. C -0.44
31. C -0.05
32. C -0.19
33. C -0.43
34. C -0.39
35. N 1.00
36. O -0.59
37. O -0.61
38. H 0.38
39. H 0.42
40. H 0.37
41. H 0.59
42. H 0.43
43. C -0.50
44. C -0.34
45. C -0.23
46. C -0.17
47. C -0.29
48. C -0.36
49. N 1.01
50. O -0.61
51. O -0.61
52. H 0.41
53. H 0.37
54. H 0.44
55. H 0.46
56. H 0.41
57. C -0.42
58. C -0.47
59. C -0.30
60. C 0.07
61. C -0.30
62. C -0.47
63. N 1.13
64. O -0.59
65. O -0.68
66. H 0.38
67. H 0.37
68. H 0.45
69. H 0.42
70. H 0.37
71. C -0.41
72. C -0.42
73. C -0.37
74. C 0.07
75. C -0.23
76. C -0.48
77. N 1.00
78. O -0.61
79. O -0.53
80. H 0.37
81. H 0.37
82. H 0.44
83. H 0.43
84. H 0.37
85. C -0.38
86. C -0.54
87. C -0.15
88. C 0.03
89. C -0.39
90. C -0.43
91. N 0.98
92. O -0.57
93. O -0.61
94. H 0.38
95. H 0.39
96. H 0.48
97. H 0.45
98. H 0.37

***

The following is a DFT calculation (the ωB97M-V functional and the def2-TZVPD basis) of C36H33BCl5N8O2Pt as an isolated structure.

Cartesian coordinates (Å):
Pt  -0.91704  0.83563  0.42275
C  1.79790  2.99132  0.30954
C  1.65368  2.20554  1.56373
C  2.43615  2.16655  2.71544
C  1.81363  1.27200  3.58127
C  2.24107  0.86421  4.94586
N  0.71249  0.80863  2.96676
N  0.62846  1.38384  1.76324
B  -0.32286  -0.22796  3.41927
N  -0.32724  -1.38640  2.39169
N  -0.95879  -1.25435  1.21570
C  -0.94079  -2.42287  0.57009
C  -1.62775  -2.60813  -0.73789
C  -0.26652  -3.34393  1.37223
C  0.11742  -2.64854  2.51234
C  0.90377  -3.14121  3.67367
N  -1.72819  0.40307  3.36219
N  -2.29421  0.63491  2.16801
C  -3.59903  0.83168  2.31023
C  -4.49922  1.00074  1.13569
C  -3.88702  0.75330  3.67690
C  -2.68138  0.48848  4.31102
C  -2.41857  0.31099  5.76425
H  2.83334  3.28206  0.15129
H  1.45527  2.40564  -0.54534
H  1.19316  3.89951  0.36468
H  3.34294  2.71457  2.90113
H  3.13428  1.41514  5.22754
H  1.45916  1.06473  5.67805
H  2.46211  -0.20278  4.98039
H  -0.08446  -0.62884  4.50841
H  -2.01649  -1.65621  -1.10364
H  -0.95287  -3.02578  -1.48682
H  -2.46447  -3.29680  -0.61938
H  -0.07916  -4.38144  1.15607
H  1.14226  -4.19232  3.53435
H  1.83476  -2.57881  3.75758
H  0.35184  -3.03027  4.60730
H  -3.92331  0.91695  0.21306
H  -5.25941  0.22035  1.14130
H  -5.00205  1.96748  1.15247
H  -4.84920  0.87729  4.14229
H  -3.32014  0.53858  6.32664
H  -2.12405  -0.71694  5.97853
H  -1.61835  0.97211  6.09607
Cl  -2.18857  1.57959  -1.93593
C  -2.27640  2.97269  -0.91817
C  -1.79555  2.74383  0.34283
C  -1.83008  3.77896  1.26794
Cl  -1.23487  3.58030  2.86778
C  -2.34508  5.02901  0.89726
Cl  -2.40755  6.30165  2.03998
C  -2.79864  5.24161  -0.40935
Cl  -3.43350  6.76380  -0.85801
C  -2.74844  4.20053  -1.34139
Cl  -3.23190  4.44597  -2.96443
O  1.78700  -0.74700  0.59389
C  1.40496  -0.80528  -0.55472
N  1.93759  -1.56067  -1.54693
C  1.38593  -1.22862  -2.85210
C  0.18295  -0.32040  -2.41509
O  -0.66586  0.09516  -3.16946
N  0.30609  -0.10995  -1.08269
C  2.37339  -0.40221  -3.68703
C  3.70731  -0.80728  -3.70077
C  4.64336  -0.11323  -4.44763
C  4.26257  1.00014  -5.18094
C  2.93746  1.40230  -5.17795
C  1.99301  0.70391  -4.43722
C  0.91137  -2.44054  -3.63776
C  0.06102  -2.29230  -4.73229
C  -0.27834  -3.38996  -5.50671
C  0.23177  -4.64458  -5.20173
C  1.06648  -4.79826  -4.10725
C  1.39344  -3.70719  -3.31699
H  2.84398  -1.97520  -1.42316
H  4.01855  -1.68521  -3.14810
H  5.67210  -0.44810  -4.46002
H  5.00003  1.55739  -5.74259
H  2.62993  2.26673  -5.75114
H  0.96465  1.03374  -4.44645
H  -0.35720  -1.32267  -4.95391
H  -0.94838  -3.26314  -6.34630
H  -0.03744  -5.50179  -5.80408
H  1.47421  -5.77201  -3.86907
H  2.03750  -3.84345  -2.45829

Forces on the atoms, in the same order (eV/Å):
Pt -1.53 -1.61 2.58
C -0.07 0.00 0.02
C 0.05 0.12 -0.18
C -0.17 -0.15 0.04
C 0.19 0.36 -0.37
C -0.18 -0.17 0.03
N 0.08 -0.09 0.45
N -1.39 -0.15 -1.52
B -0.03 -0.21 -0.34
N 0.17 -0.33 0.59
N 0.20 0.35 -1.31
C 0.13 -0.14 0.25
C 0.09 0.05 0.03
C -0.02 0.10 -0.02
C -0.12 -0.18 -0.24
C -0.06 0.14 0.09
N 0.08 0.05 0.31
N 0.83 0.93 -1.57
C -0.09 0.08 0.04
C 0.12 0.12 0.08
C 0.15 0.04 -0.06
C -0.37 0.02 -0.20
C 0.15 -0.14 -0.09
H 0.01 -0.03 0.01
H 0.06 0.03 -0.02
H 0.01 0.01 -0.02
H 0.01 0.03 -0.03
H 0.01 0.01 -0.01
H 0.03 0.01 0.03
H 0.03 0.00 0.03
H 0.10 0.04 0.12
H -0.02 -0.05 -0.05
H -0.01 0.02 -0.03
H -0.01 0.00 -0.04
H -0.02 -0.03 0.02
H 0.01 0.00 0.00
H 0.02 -0.04 0.04
H 0.02 -0.01 0.02
H -0.13 0.00 -0.01
H -0.01 0.02 -0.03
H 0.00 0.01 -0.02
H -0.02 -0.03 0.01
H 0.00 0.00 0.01
H 0.01 0.02 0.07
H 0.00 -0.01 0.04
Cl -0.15 0.17 0.60
C -0.37 0.08 -0.08
C 1.68 0.09 -0.09
C 0.17 -0.04 0.08
Cl 0.02 -0.04 0.08
C -0.11 -0.21 -0.14
Cl -0.02 0.01 -0.02
C 0.05 -0.12 0.08
Cl 0.03 0.00 -0.06
C -0.19 0.27 0.07
Cl -0.05 -0.17 0.01
O 0.08 -0.04 -0.27
C 0.53 -0.17 0.24
N -0.24 -0.02 -0.33
C -0.45 0.41 0.13
C 0.39 -0.29 -0.58
O 0.21 -0.56 -0.18
N -0.18 1.56 1.62
C 0.12 -0.02 0.10
C -0.14 0.05 -0.13
C 0.06 -0.08 0.05
C 0.00 0.10 -0.02
C 0.04 -0.01 0.01
C 0.00 -0.02 0.04
C 0.02 -0.23 0.04
C 0.05 0.00 0.06
C -0.01 -0.02 0.11
C -0.08 -0.01 0.00
C 0.01 -0.12 0.00
C 0.03 0.21 -0.09
H 0.05 0.08 0.10
H 0.05 -0.02 -0.02
H 0.01 0.02 0.02
H -0.01 -0.03 -0.05
H 0.00 0.01 -0.01
H -0.03 -0.03 -0.02
H 0.08 0.05 -0.12
H 0.01 -0.01 -0.02
H 0.04 0.00 -0.03
H -0.04 -0.01 0.03
H 0.00 -0.04 0.00

## Properties
E_HOMO (alpha / beta): -11.07 / -11.07 eV
Charge: +1
Total energy: -4425.16686 Eh
Molecular weight: 992.87 g/mol

Let us look at the Mulliken charges, expressed in e, one per atom:
1. Pt 0.80
2. C -1.39
3. C 0.42
4. C -1.34
5. C 0.84
6. C -1.46
7. N 1.23
8. N 0.09
9. B -1.56
10. N 1.19
11. N -0.42
12. C 0.23
13. C -1.21
14. C -1.34
15. C 1.10
16. C -1.48
17. N 0.82
18. N 0.28
19. C 0.18
20. C -1.35
21. C -1.29
22. C 0.80
23. C -1.45
24. H 0.46
25. H 0.10
26. H 0.19
27. H 0.57
28. H 0.44
29. H 0.25
30. H 0.23
31. H -0.08
32. H 0.10
33. H 0.21
34. H 0.45
35. H 0.55
36. H 0.43
37. H 0.21
38. H 0.29
39. H 0.14
40. H 0.40
41. H 0.31
42. H 0.55
43. H 0.44
44. H 0.27
45. H 0.27
46. Cl 0.01
47. C 1.12
48. C -1.10
49. C 1.11
50. Cl -0.16
51. C -0.06
52. Cl -0.16
53. C 0.50
54. Cl -0.16
55. C -0.18
56. Cl -0.18
57. O -0.55
58. C -0.97
59. N 0.30
60. C 3.23
61. C -0.34
62. O -0.83
63. N 0.95
64. C -0.23
65. C -0.14
66. C -1.16
67. C -0.42
68. C -1.04
69. C -0.20
70. C -0.66
71. C -0.35
72. C -1.06
73. C -0.42
74. C -0.96
75. C 0.05
76. H 0.41
77. H 0.31
78. H 0.41
79. H 0.42
80. H 0.43
81. H 0.49
82. H 0.51
83. H 0.42
84. H 0.41
85. H 0.41
86. H 0.35